Entry 1:
# C19H25F4N2O6P2S

2 unconnected molecules or ions with the total composition C19H25F4N2O6P2S at a distorted geometry (ωB97M-V with the def2-TZVPD basis set, the Open Molecules 2025 dataset).

The HOMO energy comes out at -11.491 eV. The energy above the lowest of the compared OMol25 structures with the same formula, charge and spin comes out at 2.3729 eV. The HOMO-LUMO gap comes out at 5.97 eV. As for the max |F|: 0.11003 hartree/bohr. The total charge is +1. The calculated total energy is -75649.750 eV.

Geometry as XYZ:
```
59
Properties=species:S:1:pos:R:3:mulliken_charge:R:1
C -3.50507 -4.29617 -0.39044 -0.7735
C -4.30862 -3.19147 -1.15092 0.6609
O -5.16514 -3.57791 -1.87866 -0.4929
O -4.04847 -1.85643 -0.93557 -0.3135
C -3.90966 -1.11619 -2.16660 -0.7359
C -2.52546 -0.33821 -2.24404 -0.4554
C -1.41232 -1.14408 -1.49006 0.3439
C 0.04212 -1.01410 -2.16618 -1.9739
C 1.09898 -0.47383 -1.15635 0.6964
C 1.29410 0.95459 -1.15483 -0.0349
P 0.42814 2.14840 -2.30573 0.1585
O -1.04337 2.25732 -2.12691 -0.5211
C 2.29667 1.41167 -0.11125 -0.2291
C 2.82658 0.27024 0.63514 0.6942
C 3.84574 0.65080 1.75716 -1.3564
C 5.29574 0.74880 1.12600 -0.1494
O 5.26695 1.07545 -0.26424 -0.5673
C 6.14115 1.82937 1.86641 0.7226
F 5.48767 3.02330 1.91711 -0.2526
F 6.39761 1.44220 3.13995 -0.2587
F 7.29937 2.04306 1.20519 -0.2550
N 2.60397 -1.00875 0.53076 -1.1264
N 1.71880 -1.38921 -0.38782 1.2614
P 1.46594 -3.15755 -0.47948 0.2881
O -0.08127 -3.53934 -0.21505 -0.3329
O 2.30150 -3.81704 0.77005 -0.4493
S 2.22693 -3.91534 -2.09247 -0.2553
H -2.69703 -3.88194 0.25155 0.1236
H -3.08455 -5.04880 -1.09138 0.2667
H -4.23737 -4.79060 0.29200 0.3513
H -4.07774 -1.72088 -3.08191 0.3080
H -4.69084 -0.31702 -2.13365 0.3756
H -2.29421 -0.12165 -3.30808 0.3708
H -2.69722 0.59283 -1.65549 0.1874
H -1.37505 -0.96428 -0.39365 0.4370
H -1.67096 -2.22684 -1.60319 -0.0006
H -0.10655 -0.29748 -3.01302 0.5902
H 0.36225 -1.96481 -2.64510 0.3445
H 0.99013 3.42719 -1.98758 0.1193
H 0.84248 1.89447 -3.65298 0.1884
H 2.56320 2.46831 0.05816 0.5347
H 3.87380 -0.13007 2.54258 0.4554
H 3.52750 1.63004 2.17582 0.4275
H 5.78582 -0.25276 1.20426 0.4945
H 5.78704 0.40113 -0.72954 0.3530
H -0.18293 -4.51090 -0.24984 0.3441
H 3.18995 -4.06152 0.44667 0.3714
F -0.39507 1.87037 1.38496 0.0725
C -1.52923 2.43158 1.87568 0.4459
C -2.26293 3.28136 1.07148 -0.2677
C -3.42578 3.85104 1.57267 -0.5754
C -3.83181 3.57135 2.87208 -0.5447
C -3.07974 2.71809 3.66935 -0.4798
C -1.92244 2.13888 3.16660 -0.4474
H -1.92580 3.49251 0.06370 0.3307
H -4.01471 4.51301 0.95049 0.3885
H -4.73685 4.01989 3.26294 0.3822
H -3.39429 2.50358 4.68292 0.3737
H -1.32765 1.46433 3.77033 0.3861
```


Entry 2:
# C19H25IN6O6ReSe2

A molecular structure, C19H25IN6O6ReSe2 at a distorted geometry (ωB97M-V with the def2-TZVPD basis set, the Open Molecules 2025 dataset).

The HOMO energy (alpha / beta) comes out at -7.555 / -7.728 eV. The HOMO-LUMO gap (alpha / beta) comes out at 5.81 / 6.25 eV. Its spin multiplicity is 2. As for the max |F|: 0.03389 hartree/bohr. The calculated total energy is -182258.218 eV.

Geometry as XYZ:
```
60
Properties=species:S:1:pos:R:3:mulliken_charge:R:1
Re -0.48108 0.40959 -0.14449 -0.5587
O -1.02877 4.49428 3.58115 -0.5149
C 0.00488 3.66889 4.06164 -1.4541
C 0.18746 2.49627 3.07011 1.8781
C 1.29575 1.56674 3.58399 -1.4200
O 1.36609 0.46406 2.71587 -0.1634
C -1.16699 1.78281 3.01123 -1.2691
Se -1.29737 0.03932 2.09562 -0.1317
C 0.58349 3.13928 1.73322 -1.2321
Se 1.35385 1.94124 0.35723 -0.1083
H -1.13817 5.25389 4.16178 0.3353
H -0.23691 3.27425 5.06016 0.4606
H 0.94783 4.22928 4.13097 0.4812
H 1.05408 1.23593 4.60469 0.3939
H 2.24452 2.11793 3.59959 0.4226
H 2.16449 -0.05120 2.86681 0.2314
H -1.88177 2.43849 2.51290 0.5166
H -1.52108 1.59615 4.02659 0.5109
H 1.34172 3.90306 1.91995 0.5513
H -0.29322 3.61688 1.29787 0.4608
C 0.21109 -3.57830 -3.15080 -1.0400
C -0.62806 -4.10220 -1.99154 -1.2693
C -0.09526 -3.64239 -0.61912 2.3772
C -0.91845 -4.30909 0.51136 -1.1836
C -0.37399 -4.01686 1.90415 -1.0795
C 1.36832 -4.03239 -0.50038 -0.4651
O 1.76201 -5.17008 -0.58499 -0.6275
N 2.25156 -2.99328 -0.32259 0.1712
C 1.94973 -1.65403 -0.05772 -0.0901
O 2.82885 -0.85436 0.17492 -0.6293
N 0.64215 -1.32604 -0.10262 0.8405
C -0.32204 -2.16422 -0.48140 0.3566
O -1.44495 -1.65790 -0.65431 -0.7844
H -0.24193 -3.87082 -4.09490 0.5065
H 1.21843 -3.98865 -3.11509 0.3020
H 0.27823 -2.49176 -3.12524 0.0374
H -0.63755 -5.19238 -2.01316 0.4456
H -1.65481 -3.74207 -2.08240 0.4938
H -0.92558 -5.38741 0.34255 0.4326
H -1.94245 -3.93517 0.42758 0.4890
H 0.56894 -4.53331 2.06424 0.2941
H -1.08436 -4.36170 2.64981 0.4599
H -0.22158 -2.94985 2.06031 0.1314
H 3.23755 -3.23130 -0.29242 0.2948
N -1.69929 1.86302 -0.49740 0.2927
C -2.36471 2.72539 -0.93619 0.8041
C -2.99669 3.74047 -1.58426 -0.0799
C -2.44301 4.01280 -2.83774 0.1781
N -1.91300 4.11415 -3.85686 -0.5744
C -4.09601 4.41992 -1.05696 0.0580
N -4.98853 4.99371 -0.61589 -0.4851
N 0.19553 1.92231 -3.88684 -0.2079
C 0.76302 0.87292 -3.30477 0.5301
O 0.28453 0.26199 -2.35615 -0.4425
C 2.05558 0.38262 -3.91153 -1.2160
I 3.58186 1.89630 -3.81804 0.0960
H -0.66519 2.32877 -3.54421 0.1405
H 0.62165 2.38894 -4.67088 0.1873
H 1.91312 0.12123 -4.95835 0.5133
H 2.42649 -0.47614 -3.35706 0.3519
```


Entry 3:
# C19H25N2OPSTi

A molecular structure, C19H25N2OPSTi (ωB97M-V with the def2-TZVPD basis set, the Open Molecules 2025 dataset).

The HOMO energy (alpha / beta) comes out at -11.367 / -11.430 eV. The energy above the lowest of the compared OMol25 structures with the same formula, charge and spin comes out at 0.0183 eV. The HOMO-LUMO gap (alpha / beta) comes out at 7.88 / 8.14 eV. Its spin multiplicity is 2. As for the max |F|: 0.01044 hartree/bohr. The total charge is +1. The calculated total energy is -68370.119 eV.

Geometry as XYZ:
```
50
Properties=species:S:1:pos:R:3:mulliken_charge:R:1
Ti 1.10441 0.12208 0.53845 0.0655
O 1.33892 2.05458 0.39982 -0.5697
N 1.35100 2.80770 1.52092 0.3951
C 1.94835 4.01411 1.43203 -0.2473
C 1.97503 4.83353 2.52710 -0.7626
C 1.37523 4.39036 3.71026 -0.1294
C 0.78295 3.15166 3.76593 -0.8376
C 0.77117 2.32111 2.63706 0.7653
S 0.09013 0.72805 2.63176 -0.3511
H 2.36847 4.23033 0.46256 0.4696
H 2.45490 5.79741 2.45587 0.4262
H 1.38045 5.02067 4.58860 0.4086
H 0.32020 2.78363 4.66950 0.4438
C 3.09126 -0.55693 1.10803 -1.0529
C 2.39941 -1.79296 0.86278 0.2836
C 2.06305 -2.11111 -0.47207 -0.1829
C 1.19211 -3.15735 -0.78004 -0.6230
C 0.53504 -3.82114 0.24018 0.3393
C 0.78069 -3.46670 1.57997 -0.7228
C 1.67356 -2.46926 1.88288 -0.3588
C -0.45385 -4.81010 -0.06988 0.0198
N -1.28173 -5.56193 -0.33357 -0.4922
H 3.82124 -0.25822 0.35777 0.3221
H 3.37200 -0.32881 2.13043 0.3860
H 2.60552 -1.62773 -1.28137 0.5212
H 1.01618 -3.42807 -1.81273 0.5632
H 0.24809 -3.97631 2.37172 0.4967
H 1.85862 -2.20660 2.91703 0.4700
C -2.45943 -1.79556 0.19838 -1.3399
C -1.89094 -1.57239 -1.19982 -0.5757
P -0.79802 -0.11325 -1.26122 0.8160
C -0.07451 -0.05541 -2.94253 -0.5632
C -1.02269 0.09159 -4.12829 -1.3484
C -1.89468 1.34676 -1.07499 -0.3746
C -3.30196 1.24607 -1.65452 -1.2592
H -3.08786 -2.68458 0.21757 0.4161
H -3.06185 -0.94726 0.52658 0.3472
H -1.66208 -1.93698 0.93363 0.1376
H -2.69570 -1.43654 -1.92649 0.5789
H -1.31988 -2.44029 -1.53379 0.5056
H 0.51255 -0.97509 -3.03601 0.3462
H 0.65252 0.76313 -2.93709 0.4730
H -1.80316 -0.66958 -4.12688 0.3345
H -0.47005 -0.00813 -5.06187 0.4122
H -1.50112 1.06992 -4.13526 0.3055
H -1.33917 2.18426 -1.50940 0.4438
H -1.94854 1.56314 -0.00426 0.3415
H -3.30252 1.01170 -2.71692 0.2582
H -3.82414 2.19335 -1.52399 0.4242
H -3.88918 0.48313 -1.14382 0.2744
```


Entry 4:
# C19H25N5OS

A single C19H25N5OS molecule at a distorted geometry (ωB97M-V with the def2-TZVPD basis set, the Open Molecules 2025 dataset).

The HOMO energy comes out at -7.565 eV. The energy above the lowest of the compared OMol25 structures with the same formula, charge and spin comes out at 17.0553 eV. The HOMO-LUMO gap comes out at 7.75 eV. As for the max |F|: 0.32031 hartree/bohr. Its structure (SMILES) is CC[C@@H](O)CNc1nc(-n2nc(C)cc2C)nc2sc3c(c12)CCCC3. The calculated total energy is -40426.308 eV.

Geometry as XYZ:
```
51
Properties=species:S:1:pos:R:3:mulliken_charge:R:1
C -1.41514 -2.48789 3.26277 -0.9969
H -2.01955 -2.05087 2.50473 0.2298
C -0.38951 -1.76491 4.03044 -1.6577
C 0.34297 -0.71656 2.94410 0.4250
H -0.39324 -0.13716 2.26018 0.1534
O 1.20611 0.31918 3.60084 -0.5634
H 1.74092 -0.07526 4.18418 0.3081
C 1.26517 -1.49593 1.83431 -1.3723
N 1.74994 -0.54788 0.81979 -0.0292
C 0.73362 -0.07720 -0.11126 0.8246
N -0.27259 -0.63939 0.04414 -0.2329
C -1.12101 -0.31275 -1.02120 -0.1303
N -1.17880 0.59630 -2.14551 -0.2535
C 0.07865 1.24406 -1.82925 -0.2524
C 1.16019 0.85673 -1.10025 -0.6223
C 2.25057 1.89364 -1.26163 0.4507
C 1.95845 2.67383 -2.39453 0.6286
S 0.47448 2.60089 -3.05546 -0.3927
C 3.09561 3.46876 -2.68827 -0.4356
C 4.18767 3.87458 -1.65079 -1.2042
C 4.74736 2.36200 -1.32113 -0.9583
C 3.63092 1.84173 -0.40170 -1.0101
H 3.46588 2.14575 0.59428 0.5854
H 3.84464 0.78689 -0.27975 0.5227
H 5.16690 1.59299 -2.09456 0.2372
H 5.49530 2.45161 -0.57125 0.4957
H 3.70199 4.36099 -1.03539 0.6742
H 5.08638 4.26428 -2.02270 0.3122
H 3.52320 3.38074 -3.72556 0.3343
H 2.53506 4.60103 -2.98905 0.2732
N -2.44394 -0.98703 -0.89353 1.0725
C -3.51347 -0.89392 -1.90787 0.6297
C -4.55538 -1.66371 -1.26671 -1.2254
C -4.01881 -2.20483 -0.27685 0.3204
N -2.77451 -1.73774 -0.02522 -1.2276
C -4.56669 -3.23525 0.97514 -1.3773
H -5.42696 -2.90145 1.19611 0.5176
H -4.00607 -3.29379 1.66620 0.3158
H -4.92736 -4.06272 0.26503 0.2824
H -5.40833 -1.72034 -1.60786 0.7479
C -3.77271 0.13475 -3.00050 -1.1741
H -2.74181 0.04502 -3.56764 0.3177
H -3.45266 1.17617 -2.80852 0.3208
H -4.59064 -0.02289 -3.67516 0.3597
H 2.51663 0.13878 1.12995 0.2771
H 1.90915 -1.99785 2.29969 0.8229
H 0.40073 -2.12082 1.33638 0.3776
H 0.23131 -2.26497 4.36518 0.9145
H -0.76289 -1.14259 4.71288 0.5218
H -1.92410 -2.84304 3.97409 0.6809
H -0.82363 -3.41200 2.72870 0.1820
```


The lowest calculated total energy belongs to which entry?
C19H25IN6O6ReSe2